DFT (ωB97M-V with the def2-TZVPD basis set) results for 7 unconnected molecules or ions with the total composition C66H78F6IN3O6P in a non-equilibrium geometry.

The geometry in ORCA input format:
```
! wB97M-V def2-TZVPD RIJCOSX def2/J DEFGRID3
* xyz 1 1
C -2.20404 -5.82660 2.57267
C -2.19458 -5.60827 1.04595
C -3.58869 -5.21787 0.46425
C -3.73774 -3.70498 0.21046
C -3.72904 -3.29094 -1.27411
C -2.33353 -3.62932 -1.89767
C -1.65137 -2.43256 -2.61555
N -0.18359 -2.25509 -2.33949
P 0.61164 -3.88055 -2.65303
O 2.00152 -3.67506 -2.99751
O 0.62374 -4.74209 -1.29668
O -0.10677 -4.77823 -3.74924
C 0.11484 -2.05191 -0.88520
C -0.02511 -0.62521 -0.32385
N -1.25003 -0.30428 0.38667
C -2.48692 -0.11150 -0.21440
C -3.71521 -0.49971 0.61987
O -2.69365 0.44553 -1.27902
C -1.15404 -0.16927 1.81771
C -1.70713 1.09608 2.48959
O -0.65496 -1.02397 2.51641
C 0.59934 0.49736 -1.26374
I -0.11024 2.40354 -0.49484
C 2.15389 0.53544 -1.06410
C 2.62635 1.02154 0.33635
C 3.85139 0.19084 0.73401
F 5.06026 0.75548 0.84771
C 3.64172 -1.11283 0.99690
F 2.69334 -1.52102 1.82506
F 4.28965 -2.10909 0.41640
C 0.21052 0.24482 -2.75253
C 0.90810 1.17944 -3.73799
F 0.22472 1.35182 -4.87612
F 1.02307 2.44388 -3.26651
F 2.17414 0.82791 -3.98644
C 0.50107 -1.24337 -3.21084
C 0.23310 -1.50836 -4.71284
C 1.35857 -1.33561 -5.74162
C 2.66392 -2.10234 -5.46385
O 2.68830 -3.28680 -5.71990
N 3.77499 -1.33726 -4.98862
C 4.78069 -2.10460 -4.28614
C 5.07883 -1.69394 -3.00697
C 6.03896 -2.29421 -2.24124
C 6.75608 -3.35814 -2.75282
C 6.44638 -3.77811 -4.01756
C 5.49336 -3.16708 -4.78863
H -2.92985 -5.19825 3.09275
H -1.22028 -5.52231 2.95153
H -2.29044 -6.88515 2.82331
H -1.46197 -4.81246 0.84519
H -1.81420 -6.49447 0.52508
H -3.85438 -5.85051 -0.38821
H -4.29972 -5.47066 1.25878
H -2.87404 -3.21083 0.68517
H -4.61741 -3.26300 0.68868
H -4.51303 -3.87480 -1.76733
H -3.95618 -2.23662 -1.44634
H -2.53976 -4.42958 -2.61660
H -1.75617 -4.09196 -1.09647
H -2.21044 -1.52204 -2.37913
H -1.87613 -2.60530 -3.67036
H 0.07415 -5.52857 -1.45658
H -0.86812 -4.40926 -4.21439
H 1.17532 -2.31839 -0.78073
H -0.41407 -2.71560 -0.20216
H 0.70774 -0.65442 0.49155
H -4.09102 0.42984 1.06199
H -3.48854 -1.22540 1.40262
H -4.51695 -0.89341 -0.00078
H -0.89230 1.56611 3.03946
H -2.47942 0.74344 3.17595
H -2.13454 1.76836 1.74476
H 2.53103 1.31480 -1.72845
H 2.58841 -0.43176 -1.33310
H 1.90134 0.83309 1.13779
H 2.85937 2.08552 0.34153
H -0.86824 0.38150 -2.91021
H 1.58837 -1.30543 -3.07235
H -0.59035 -0.84250 -5.00674
H -0.18256 -2.49964 -4.92145
H 1.57033 -0.29963 -6.01567
H 0.98240 -1.77219 -6.67266
H 4.22719 -0.93914 -5.81294
H 4.54565 -0.84036 -2.59197
H 6.24142 -1.89273 -1.25463
H 7.52553 -3.81716 -2.14509
H 6.99014 -4.63137 -4.41187
H 5.28569 -3.51224 -5.79512
C 5.00351 3.77794 -2.66116
C 4.59906 2.62214 -3.31700
C 5.54551 1.76217 -3.85644
C 6.89763 2.05235 -3.73238
C 7.30186 3.20589 -3.07409
C 6.35496 4.07071 -2.54227
H 4.26443 4.45120 -2.24302
H 3.55073 2.39585 -3.40676
H 5.22889 0.86486 -4.37243
H 7.63612 1.37894 -4.14887
H 8.35601 3.43181 -2.97606
H 6.67082 4.97237 -2.03445
C -6.70471 0.03195 5.21023
C -7.06250 -1.17225 4.61962
C -6.08034 -2.02500 4.12940
C -4.74206 -1.67515 4.23999
C -4.38433 -0.47202 4.83405
C -5.36551 0.38345 5.31580
H -7.46978 0.69778 5.58912
H -8.10715 -1.44726 4.54013
H -6.35944 -2.96228 3.66256
H -3.97567 -2.34302 3.86206
H -3.33894 -0.20166 4.92188
H -5.08768 1.32381 5.77498
C -9.14257 -4.48986 3.42281
C -9.65308 -5.77973 3.37445
C -10.55007 -6.13510 2.37662
C -10.93018 -5.20312 1.42087
C -10.41781 -3.91394 1.46607
C -9.52729 -3.55457 2.46852
H -8.44502 -4.21206 4.20404
H -9.35218 -6.50879 4.11612
H -10.95292 -7.13924 2.34348
H -11.62663 -5.48191 0.64045
H -10.71403 -3.18781 0.71945
H -9.13173 -2.54651 2.50677
C 6.25935 4.16074 2.08576
C 6.56458 2.90839 2.60159
C 7.58447 2.77193 3.53384
C 8.29238 3.88879 3.95718
C 7.98427 5.14121 3.44377
C 6.97074 5.27698 2.50500
H 5.46597 4.26746 1.35511
H 6.00861 2.04027 2.27683
H 7.82740 1.79464 3.93158
H 9.08445 3.78276 4.68754
H 8.53553 6.01263 3.77496
H 6.73424 6.25309 2.10005
C -9.14037 3.07768 3.68271
C -7.79433 3.39525 3.56255
C -7.35174 4.67467 3.86973
C -8.25471 5.63456 4.30593
C -9.60012 5.31605 4.42937
C -10.04397 4.03907 4.11413
H -9.48573 2.08013 3.43991
H -7.08897 2.64354 3.22842
H -6.30262 4.92409 3.77013
H -7.90953 6.63115 4.54994
H -10.30378 6.06427 4.77108
H -11.09411 3.79283 4.20566
C 9.38548 8.84017 0.44446
C 8.85596 7.55863 0.38796
C 7.93636 7.22943 -0.59720
C 7.55133 8.17921 -1.53352
C 8.08329 9.46053 -1.47980
C 8.99711 9.79231 -0.48877
H 10.10070 9.09754 1.21535
H 9.15988 6.81387 1.11306
H 7.52078 6.22988 -0.63404
H 6.83685 7.92101 -2.30576
H 7.78484 10.20134 -2.21069
H 9.40771 10.79292 -0.44415
*
```

Results
HOMO level: -0.384 Eh
LUMO: -0.098 hartree
orbital gap: 0.286 Ha
E_tot: -4415.41850 Ha

Mulliken population analysis, charges in e, atoms 1 to 99: number 1, C, carries -1.44; number 2, C, carries 0.26; number 3, C, carries -1.10; number 4, C, carries -0.14; number 5, C, carries -1.15; number 6, C, carries 0.50; number 7, C, carries -1.87; number 8, N, carries 1.02; number 9, P, carries 1.09; number 10, O, carries -0.66; number 11, O, carries -0.46; number 12, O, carries -0.53; number 13, C, carries -1.08; number 14, C, carries -0.01; number 15, N, carries 1.40; number 16, C, carries 0.65; number 17, C, carries -1.60; number 18, O, carries -0.51; number 19, C, carries 0.52; number 20, C, carries -1.43; number 21, O, carries -0.49; number 22, C, carries -1.20; number 23, I, carries 0.13; number 24, C, carries 0.97; number 25, C, carries -0.68; number 26, C, carries -0.08; number 27, F, carries -0.23; number 28, C, carries 0.16; number 29, F, carries -0.20; number 30, F, carries -0.18; number 31, C, carries 1.83; number 32, C, carries -0.75; number 33, F, carries -0.35; number 34, F, carries -0.34; number 35, F, carries 0.31; number 36, C, carries -0.99; number 37, C, carries -1.19; number 38, C, carries -1.42; number 39, C, carries 0.30; number 40, O, carries -0.53; number 41, N, carries 0.18; number 42, C, carries -0.62; number 43, C, carries 0.97; number 44, C, carries -0.89; number 45, C, carries -0.67; number 46, C, carries -0.77; number 47, C, carries -0.37; number 48, H, carries 0.30; number 49, H, carries 0.39; number 50, H, carries 0.35; number 51, H, carries -0.20; number 52, H, carries 0.38; number 53, H, carries 0.34; number 54, H, carries 0.49; number 55, H, carries -0.13; number 56, H, carries 0.64; number 57, H, carries 0.49; number 58, H, carries 0.54; number 59, H, carries 0.54; number 60, H, carries -0.68; number 61, H, carries 0.62; number 62, H, carries 1.05; number 63, H, carries 0.40; number 64, H, carries 0.45; number 65, H, carries 1.34; number 66, H, carries -0.25; number 67, H, carries -0.61; number 68, H, carries 0.45; number 69, H, carries 0.13; number 70, H, carries 0.49; number 71, H, carries 0.44; number 72, H, carries 0.06; number 73, H, carries 0.35; number 74, H, carries 0.00; number 75, H, carries -0.35; number 76, H, carries 0.29; number 77, H, carries 0.70; number 78, H, carries 1.02; number 79, H, carries -0.11; number 80, H, carries 0.37; number 81, H, carries 0.76; number 82, H, carries 0.45; number 83, H, carries 0.70; number 84, H, carries 0.41; number 85, H, carries 0.31; number 86, H, carries 0.51; number 87, H, carries 0.44; number 88, H, carries 0.36; number 89, H, carries 0.46; number 90, C, carries -0.71; number 91, C, carries -0.29; number 92, C, carries -0.33; number 93, C, carries -0.57; number 94, C, carries -0.52; number 95, C, carries 0.10; number 96, H, carries 0.46; number 97, H, carries 0.47; number 98, H, carries 0.26; number 99, H, carries 0.43